(1)
Here is a molecular structure, C18H56AsF6O10 in a non-equilibrium geometry from the OMol25 dataset. Energies are from ωB97M-V/def2-TZVPD.

```
91
Properties=species:S:1:pos:R:3:forces:R:3
As 0.45098 0.05136 0.20240 -1.092 -1.173 2.763
F 0.12278 -0.42955 1.93549 0.651 0.261 -2.279
F 2.23661 -0.05447 0.59825 -2.346 0.322 -1.194
F 0.36838 -1.66120 -0.33324 0.559 1.943 0.456
F -1.31570 0.14800 -0.07376 1.622 -0.099 0.107
F 0.69360 0.57993 -1.47390 0.632 0.142 0.244
F 0.39402 1.74738 0.74343 0.406 -1.071 -0.803
O -1.41068 -3.04937 -2.11457 -1.112 -0.186 -0.730
O 2.61130 -1.11270 -6.83552 -0.204 -0.023 -1.276
O -2.37545 -4.29705 2.23606 1.888 0.732 -0.109
O -4.35106 4.14214 -0.86437 0.184 1.167 0.488
O -1.71985 0.53538 3.58506 -0.871 0.751 0.346
O -2.59552 1.14232 -4.43450 -0.339 0.059 -0.819
O 2.77295 -1.87649 5.66308 -0.021 -1.111 -0.858
O 2.87580 2.43337 4.31498 -1.148 0.201 -0.579
O 1.91536 2.70593 -2.69621 1.402 1.851 -0.208
O 2.84931 -5.07638 -1.30507 0.363 -1.909 0.348
C 0.43377 -1.67629 5.01820 0.020 -0.038 0.146
C 1.85832 -1.05537 -5.66621 -0.113 -0.650 1.168
C 1.55448 -0.49504 6.99362 -1.641 0.177 0.563
C 2.34169 0.11147 -4.84444 0.457 1.081 0.832
C -4.06318 1.89599 0.06545 -0.914 1.105 -0.191
C -6.18295 2.60697 -1.21790 0.359 -0.046 0.579
C -2.20610 0.35778 -3.34199 0.575 0.415 1.308
C 3.87989 1.79264 -1.74473 1.020 -0.926 -0.569
C 2.62261 3.65712 -0.63459 -1.325 -0.119 2.284
C -1.42859 -3.23948 1.87034 -2.007 1.177 -0.538
C -2.29636 1.79421 3.24820 0.434 0.307 -0.604
C 1.43197 -1.75915 6.17059 0.732 0.988 -0.103
C -2.83006 -3.17982 -1.83990 0.764 0.268 1.432
C 3.04545 3.06443 -1.95804 0.796 -0.516 -1.300
C 1.82625 2.41495 3.33077 0.172 -0.005 -1.084
C -5.02854 3.08117 -0.25122 -1.056 -2.433 -1.398
C 3.08930 -3.73094 -1.15219 -1.067 1.846 -0.909
C 1.87002 -2.36059 -4.87434 0.053 0.013 0.173
H 3.27844 -2.45835 6.23535 -0.029 -0.008 0.016
H -4.55619 1.18102 0.72413 0.210 0.060 0.179
H 0.80941 -0.85904 -5.88833 0.077 0.108 -0.660
H 0.46686 -2.57820 4.40700 0.422 0.080 -0.147
H 2.17165 1.98808 2.38919 0.494 -0.203 0.208
H 4.09028 -3.42922 -0.84380 -0.050 -0.643 0.233
H 1.50408 1.94055 -2.28798 -0.999 -1.689 0.889
H 1.62517 0.39925 6.37449 0.214 -0.124 -0.138
H 2.89803 -3.30317 -2.13633 0.391 0.739 -0.229
H -2.18166 2.52811 4.04590 0.115 -0.238 0.262
H -1.82541 2.21871 2.36158 0.458 0.069 -0.024
H -3.74669 3.83964 -1.54615 -0.134 -0.380 0.043
H -3.34391 1.80866 2.94733 -0.325 -0.712 0.396
H 1.38692 -3.20606 -5.36413 -0.053 0.240 -0.316
H 1.33584 -2.20445 -3.93712 0.064 -0.064 0.146
H -2.53224 2.08925 -4.28984 0.126 -0.203 0.345
H 2.36905 2.86460 0.06948 -0.428 -0.066 -0.141
H 2.89225 -2.67057 -4.65743 0.153 0.057 0.161
H 1.73607 0.30287 -3.95860 -0.565 -0.030 -0.087
H -2.18863 0.88823 -2.38994 -0.582 0.362 0.126
H 2.30989 -3.28676 -0.53306 0.359 0.279 0.559
H -5.79201 2.39123 -2.21224 0.128 0.166 -0.083
H 4.84168 2.00152 -1.27630 -0.281 0.508 0.428
H 1.93603 -5.13745 -1.59452 -0.021 -0.287 0.016
H 4.17233 1.40083 -2.71893 -0.260 0.124 -0.254
H -3.17503 2.34247 0.51260 0.070 -0.432 0.098
H 0.91163 1.85572 3.52781 0.136 -0.188 0.851
H 1.75094 4.28478 -0.81990 0.205 0.162 0.273
H -1.15563 0.06836 -3.37130 0.064 -0.597 -0.668
H -3.41339 -3.69614 -2.60229 0.582 0.067 -0.211
H -3.29602 -2.22577 -1.59335 0.015 0.346 -0.540
H 3.33644 0.03208 -4.40595 0.385 -0.681 -0.296
H 3.41602 0.95739 -1.22005 -0.376 0.372 0.281
H 1.14454 -2.58885 6.81642 0.265 -0.274 0.039
H -5.54858 3.39509 0.65382 0.543 0.552 0.100
H -2.87436 -0.49299 -3.20885 0.198 -0.043 -0.336
H 0.62947 -0.41681 7.56488 -0.114 0.390 0.327
H 3.50686 -1.41596 -6.66937 0.006 -0.111 0.289
H -1.85662 -4.85603 2.81911 -0.249 -0.408 0.103
H 2.40002 1.00903 -5.46013 -0.321 0.064 -0.069
H -6.67551 1.68968 -0.89532 0.177 -0.138 0.319
H -1.07464 -2.32688 -1.57914 0.004 0.016 0.175
H -0.60712 -1.63305 5.33878 0.041 0.205 0.450
H 0.59959 -0.78176 4.41786 0.170 -0.170 -0.124
H -1.21233 0.21938 2.83395 -0.003 -0.042 -0.069
H 1.51131 3.42038 3.05143 -0.011 0.287 0.215
H -6.98562 3.34090 -1.28986 0.229 0.255 -0.103
H -2.91516 -3.69959 -0.88560 -0.218 -0.550 -0.079
H 3.58649 3.86950 -2.45529 -0.251 -0.287 -0.640
H -0.74111 -3.39776 1.03943 0.191 -0.919 0.323
H -2.09202 -2.47377 1.46827 -0.119 0.166 -0.184
H 2.38638 -0.52925 7.69710 0.009 -0.119 -0.134
H -3.81370 1.35514 -0.84742 0.159 0.111 -0.093
H -0.96685 -2.68035 2.68415 0.233 -0.760 0.356
H 2.70420 3.26884 4.75560 0.381 -0.112 0.471
H 3.42151 4.18788 -0.11675 0.283 0.194 -0.737
```
Positions in Å, forces in eV/Å.

Its HOMO energy (spin up / spin down) is -9.46 / -9.46 eV. The net charge is 0. The total energy comes out at -4306.572998 hartree. As for the spin multiplicity: 2. As for the max |F|: 3.19 eV Å⁻¹.

List of Löwdin charges in e, atom by atom:
1. As 0.977
2. F -0.267
3. F -0.271
4. F -0.256
5. F -0.258
6. F -0.266
7. F -0.265
8. O -0.142
9. O -0.021
10. O -0.116
11. O -0.049
12. O -0.122
13. O -0.103
14. O -0.064
15. O -0.103
16. O 0.259
17. O -0.102
18. C -0.054
19. C -0.504
20. C -0.067
21. C -0.066
22. C -0.055
23. C -0.057
24. C -0.172
25. C 0.020
26. C 0.021
27. C -0.140
28. C -0.162
29. C -0.474
30. C -0.132
31. C -0.360
32. C -0.160
33. C -0.463
34. C -0.191
35. C -0.045
36. H 0.081
37. H 0.085
38. H 0.144
39. H 0.069
40. H 0.040
41. H 0.087
42. H 0.084
43. H 0.074
44. H 0.055
45. H 0.076
46. H 0.053
47. H 0.082
48. H 0.060
49. H 0.086
50. H 0.072
51. H 0.072
52. H 0.068
53. H 0.077
54. H 0.052
55. H 0.048
56. H 0.064
57. H 0.068
58. H 0.115
59. H 0.082
60. H 0.083
61. H 0.059
62. H 0.063
63. H 0.111
64. H 0.059
65. H 0.080
66. H 0.063
67. H 0.070
68. H 0.084
69. H 0.130
70. H 0.131
71. H 0.079
72. H 0.075
73. H 0.096
74. H 0.060
75. H 0.088
76. H 0.070
77. H 0.014
78. H 0.085
79. H 0.061
80. H 0.005
81. H 0.077
82. H 0.069
83. H 0.065
84. H 0.163
85. H 0.062
86. H 0.068
87. H 0.077
88. H 0.055
89. H 0.048
90. H 0.066
91. H 0.121

(2)
Here is a molecular structure, C18H58O11 in a non-equilibrium geometry from the OMol25 dataset. Energies are from ωB97M-V/def2-TZVPD.

```
87
Properties=species:S:1:pos:R:3:forces:R:3
O -0.28034 0.99198 -1.75921 5.136 2.822 -0.812
O -1.53248 -0.48767 -2.52004 2.834 -6.650 -4.795
O -1.12859 -1.08301 4.02032 0.959 -0.216 0.114
O 0.40267 -5.57501 -1.66833 -0.731 -2.797 -0.846
O 0.88220 -0.53565 -0.73039 0.685 -3.639 0.825
O -3.35977 0.39010 -2.27642 -6.142 3.119 -0.222
O -1.36466 2.89740 -1.55506 -1.656 1.587 -0.117
O -4.44090 -2.63438 2.25035 -2.393 -1.748 0.170
O -1.14429 3.47170 4.66681 0.089 0.296 0.299
O 2.66360 0.16495 0.41856 2.709 -0.967 3.330
O 1.67298 -1.64607 -2.73913 -0.248 -1.052 -2.544
C 0.27864 -0.62726 3.94019 -3.586 0.838 0.469
C -1.72514 2.32591 4.01201 2.180 1.432 -0.510
C 2.71678 -0.81592 -2.53157 4.028 1.141 1.133
C 1.12312 -4.41875 -1.62690 0.162 1.639 1.321
C -3.47172 -1.69516 2.16353 1.727 0.575 -0.801
C -1.00450 2.22013 2.64713 -2.312 -0.087 1.611
C 0.02043 -1.11043 0.20237 -1.257 2.325 1.261
C 2.67749 1.43932 -0.03425 -1.080 0.210 1.350
C -0.67545 0.02581 0.98660 -0.940 -2.094 -0.834
C 0.57311 1.23973 -2.85791 0.690 2.100 -2.650
C 4.05910 1.85243 -0.19721 2.018 0.886 -2.267
C -3.27264 -0.20628 -1.05452 -0.167 0.512 1.175
C 0.91323 -0.79248 5.29452 1.008 -0.654 -0.697
C -1.28125 -0.74127 -3.89070 0.397 -2.606 -1.264
C 3.91402 -0.94666 -3.46381 -0.989 -0.786 -1.293
C 0.28923 3.22427 0.16335 -0.559 -0.803 -0.271
C -0.72517 3.85708 -0.75089 0.544 1.581 0.294
C 0.07471 -3.33071 -1.25645 2.151 -0.577 -0.863
H -1.64193 -0.42791 1.20600 0.169 -0.082 1.226
H -0.01666 1.71642 -3.64087 -0.077 0.125 -0.032
H 2.49339 0.24431 -2.65040 0.112 -0.189 0.745
H 2.15999 2.14019 0.62080 0.244 -0.323 0.667
H 0.67123 -1.79335 5.65200 0.445 -0.291 -0.046
H -0.65552 -3.31753 -2.06558 -0.278 0.125 0.340
H 3.50182 -0.59421 -4.40931 0.414 -0.259 -0.617
H -1.04301 -1.97277 4.37047 -0.480 -0.278 0.031
H 4.20596 -1.99086 -3.57567 0.141 0.000 -0.073
H 0.01776 0.40375 3.70132 1.248 0.002 0.111
H 1.42159 1.90596 -2.70194 -0.296 0.310 0.753
H 1.05064 0.38111 -3.32996 -1.175 -0.329 0.565
H -2.21294 3.18898 -1.89711 -0.163 -0.158 0.001
H -2.02073 -1.36181 -4.39688 -0.947 0.453 0.423
H 1.99946 -0.37206 -0.01977 -0.096 0.468 -0.334
H -1.49904 4.45181 -0.26558 0.113 -0.006 0.351
H 0.62208 -1.70446 0.89031 -0.041 -0.231 0.004
H 4.10896 2.86888 -0.58766 0.058 0.240 -0.107
H 1.92935 -4.49084 -0.89689 0.011 0.198 0.630
H 0.67576 -1.11361 3.04920 0.875 -0.051 0.555
H 0.64627 -0.15439 6.13693 -0.298 0.530 -0.624
H -1.20460 3.06911 1.99345 -0.314 -0.105 0.593
H -0.80993 1.78061 -1.62065 -1.441 1.589 0.437
H -2.29321 0.04952 -0.65031 -0.561 -0.235 0.547
H -0.82603 3.29693 5.55549 -0.199 -0.289 -0.037
H 1.97470 -0.69951 5.06487 0.321 -0.191 0.738
H 2.07343 1.46579 -0.94117 0.653 0.313 -0.469
H 4.82775 1.79632 0.57358 -0.788 -0.302 0.618
H -0.15701 2.51406 0.85946 0.344 0.433 -0.802
H 0.53530 -2.34798 -1.15540 -0.660 -1.993 -0.185
H 1.72149 -4.28067 -2.52746 -0.828 0.248 -0.496
H -2.77830 2.58647 3.90680 -0.110 -0.794 -0.074
H -0.85378 0.16739 -2.34153 -0.627 -0.685 0.544
H -3.65319 -0.88199 2.86633 0.713 0.091 0.110
H -3.33813 -1.31804 1.14962 -0.542 0.442 -0.165
H -0.63459 -1.76575 -0.37174 -0.824 1.054 1.249
H -1.46510 1.40171 4.52808 -0.805 0.041 0.391
H -2.54654 -2.26113 2.27227 0.261 0.516 0.825
H -0.15672 4.52131 -1.40187 -0.163 0.308 -0.180
H 0.81935 3.96444 0.76270 0.072 0.076 -0.257
H -5.29579 -2.20632 2.33713 -0.089 -0.135 -0.105
H 0.06811 2.04041 2.71997 -0.057 0.476 0.377
H 0.96643 2.60471 -0.42457 -0.398 1.051 -0.040
H 0.27220 -5.96903 -0.80270 0.107 0.229 0.019
H -3.31671 -1.29533 -1.06557 -0.273 -0.303 -0.081
H -1.08586 0.11220 -4.53994 -0.164 0.279 0.337
H -1.12421 0.78643 0.34772 1.122 0.331 0.071
H -0.18777 0.41804 1.87903 0.313 -0.888 -1.338
H -2.49899 0.20597 -2.65950 -0.582 0.312 -0.369
H 1.26734 -1.69420 -1.87037 0.142 0.339 -0.642
H -1.43980 1.29190 2.27701 -0.326 1.014 -0.214
H 3.10905 -1.01173 -1.53363 0.025 0.481 0.136
H 4.40461 1.19957 -0.99877 0.605 0.054 -0.185
H 4.79653 -0.33315 -3.28245 -0.283 0.061 0.619
H -4.05251 0.20344 -0.41261 -0.077 -0.151 0.241
H 0.40355 0.07519 -1.29552 -0.216 0.041 0.956
H -0.45562 -1.44732 -3.97978 0.654 0.414 0.058
H -0.33388 -3.50114 -0.26040 -0.240 -0.764 -0.359
```
Positions in Å, forces in eV/Å.

Its HOMO energy is -8.91 eV. The net charge is 0. The total energy comes out at -1547.644090 hartree. As for the max |F|: 8.67 eV Å⁻¹.

List of Löwdin charges in e, atom by atom:
1. O -0.054
2. O -0.108
3. O -0.117
4. O -0.062
5. O -0.148
6. O -0.108
7. O 0.004
8. O -0.084
9. O -0.093
10. O -0.053
11. O -0.065
12. C -0.262
13. C -0.238
14. C -0.386
15. C -0.312
16. C -0.217
17. C -0.120
18. C -0.215
19. C -0.410
20. C -0.069
21. C -0.051
22. C -0.061
23. C -0.204
24. C -0.063
25. C -0.077
26. C -0.051
27. C -0.083
28. C -0.216
29. C -0.068
30. H 0.056
31. H 0.118
32. H 0.070
33. H 0.087
34. H 0.075
35. H 0.112
36. H 0.071
37. H 0.070
38. H 0.075
39. H 0.058
40. H 0.112
41. H 0.093
42. H 0.153
43. H 0.100
44. H -0.047
45. H 0.128
46. H 0.139
47. H 0.081
48. H 0.113
49. H 0.109
50. H 0.081
51. H 0.079
52. H -0.054
53. H 0.042
54. H 0.074
55. H 0.081
56. H 0.075
57. H 0.088
58. H 0.016
59. H 0.013
60. H 0.113
61. H 0.117
62. H -0.139
63. H 0.096
64. H 0.037
65. H 0.078
66. H 0.094
67. H 0.080
68. H 0.122
69. H 0.119
70. H 0.086
71. H 0.090
72. H 0.041
73. H 0.094
74. H 0.096
75. H 0.094
76. H 0.068
77. H 0.030
78. H -0.135
79. H 0.010
80. H 0.048
81. H 0.125
82. H 0.073
83. H 0.074
84. H 0.093
85. H -0.063
86. H 0.083
87. H 0.093